1.
Computed, not measured: a structure of composition C18H38OOsP2 in a non-equilibrium geometry, with ωB97M-V with the def2-TZVPD basis set.

Positions of all 60 atoms, in Å:
P -1.033 4.533 -2.741
P -4.474 2.798 -1.651
C -2.824 4.697 -3.243
C -3.965 4.468 -2.221
H -2.970 4.120 -4.179
H -2.872 5.761 -3.538
H -3.845 5.115 -1.331
H -4.894 4.782 -2.724
C -5.316 2.034 -3.041
H -5.601 1.010 -2.775
H -4.724 2.015 -3.962
H -6.204 2.651 -3.175
C -5.745 3.229 -0.466
H -6.575 3.604 -1.067
H -5.356 3.988 0.219
H -6.031 2.327 0.083
C -0.236 5.059 -4.279
H 0.847 4.954 -4.156
H -0.507 6.107 -4.449
H -0.586 4.427 -5.104
C -0.727 5.895 -1.582
H -1.495 5.983 -0.796
H -0.728 6.806 -2.199
H 0.264 5.765 -1.121
Os -0.056 0.626 -0.318
C -3.732 1.479 -0.758
C -3.094 0.841 -1.948
C -2.241 1.519 -2.935
C -0.661 1.741 -2.984
C -0.194 3.080 -2.332
C -0.387 2.775 -0.780
C -1.761 3.184 -0.216
C -2.693 2.082 0.310
C 1.791 0.498 -0.094
H -4.516 0.889 -0.193
H -2.950 -0.257 -1.830
H -2.647 2.528 -3.164
H -2.437 0.978 -3.893
H -0.103 0.900 -2.477
H -0.375 1.748 -4.052
H 0.870 3.311 -2.591
H 0.460 3.274 -0.242
H -2.332 3.847 -0.900
H -1.556 3.896 0.609
H -2.094 1.252 0.755
H -3.260 2.562 1.133
H 1.785 0.569 1.031
H 2.152 1.445 -0.531
H 2.260 -0.406 -0.484
C 0.553 -2.514 0.831
C -0.540 -1.725 0.117
C -1.734 -2.659 -0.171
O -0.894 -0.651 0.933
H 0.185 -2.740 1.853
H 1.480 -1.944 0.910
H 0.752 -3.463 0.322
H -0.127 -1.251 -0.884
H -2.210 -2.917 0.791
H -2.472 -2.197 -0.833
H -1.380 -3.595 -0.635

Output
<S²>: 6.022
E_tot, eV: -42352.1394
HOMO-LUMO gap (alpha / beta), eV: 7.423 / 6.530
Charge: +2
LUMO (alpha / beta), eV: -5.34 / -6.67
Multiplicity: 5
Relative energy (zero: lowest compared OMol25 entry of this formula, charge and spin), kJ/mol: 175.4


2.
Computed, not measured: a structure of composition C18H39B3Cl30O4S in a non-equilibrium geometry, with ωB97M-V with the def2-TZVPD basis set.

Positions of all 95 atoms, in Å:
C 1.419 1.976 -0.531
C 1.129 1.170 -1.843
C -0.152 0.313 -1.595
O -1.075 0.329 -2.692
B -1.811 1.509 -2.648
O -1.393 2.604 -3.453
B -1.112 3.686 -2.578
O -2.138 4.065 -1.689
B -2.599 2.887 -1.040
S -2.747 2.994 0.787
O -2.932 1.737 -1.815
H 0.992 1.444 0.331
H 2.499 2.035 -0.334
H 1.043 3.007 -0.569
H 1.021 1.836 -2.709
H 2.014 0.547 -2.037
H 0.168 -0.709 -1.363
H -0.667 0.690 -0.691
H -0.033 4.173 -2.614
H -2.674 1.740 1.331
C 3.276 -2.510 -2.826
Cl 3.786 -0.852 -2.477
Cl 1.977 -3.018 -1.738
H 2.922 -2.553 -3.854
H 4.124 -3.175 -2.694
C 5.963 0.647 0.504
Cl 5.835 2.281 -0.161
Cl 4.439 0.115 1.210
H 6.233 -0.033 -0.297
H 6.728 0.640 1.275
C 4.522 1.245 5.138
Cl 5.491 1.907 3.818
Cl 4.000 -0.412 4.801
H 5.113 1.249 6.047
H 3.639 1.862 5.260
C -4.962 -0.607 0.129
Cl -3.751 -0.263 1.369
Cl -6.513 -1.055 0.847
H -5.098 0.281 -0.481
H -4.607 -1.430 -0.482
C 5.891 5.447 1.927
Cl 7.029 5.787 3.237
Cl 4.324 4.919 2.548
H 5.749 6.351 1.343
H 6.301 4.661 1.304
C -2.543 6.458 -5.453
Cl -2.992 8.106 -5.004
Cl -0.807 6.186 -5.270
H -3.073 5.768 -4.805
H -2.820 6.284 -6.487
C 2.722 -0.537 -6.607
Cl 3.798 -1.664 -5.768
Cl 1.887 0.522 -5.467
H 3.313 0.071 -7.284
H 1.986 -1.106 -7.162
C 0.162 0.765 5.423
Cl -0.741 0.322 3.969
Cl 0.978 2.322 5.232
H -0.529 0.833 6.257
H 0.908 0.002 5.616
C -4.171 -4.960 -0.112
Cl -4.750 -3.984 -1.470
Cl -3.298 -3.976 1.064
H -5.024 -5.419 0.375
H -3.501 -5.726 -0.489
C -4.652 -5.203 4.683
Cl -5.230 -5.877 3.153
Cl -3.631 -3.782 4.425
H -5.507 -4.914 5.282
H -4.073 -5.960 5.202
C 4.750 -4.200 5.430
Cl 3.316 -3.702 4.527
Cl 4.338 -5.297 6.753
H 5.430 -4.707 4.754
H 5.226 -3.316 5.843
C -0.772 -2.636 -6.105
Cl -0.725 -1.064 -6.917
Cl 0.723 -3.546 -6.359
H -0.904 -2.479 -5.037
H -1.601 -3.211 -6.505
C -3.656 7.374 -1.426
Cl -3.156 8.322 -0.020
Cl -5.219 6.593 -1.157
H -3.737 8.034 -2.283
H -2.911 6.607 -1.614
C -1.035 -5.462 -3.596
Cl -1.418 -3.794 -3.142
Cl 0.674 -5.827 -3.344
H -1.628 -6.135 -2.986
H -1.276 -5.603 -4.645
C -3.500 -3.868 8.081
Cl -2.717 -5.408 8.456
Cl -5.259 -4.034 8.020
H -3.244 -3.147 8.850
H -3.149 -3.525 7.114

Output
E_tot, eV: -416033.4223
HOMO-LUMO gap, eV: 9.954
Charge: 0
LUMO, eV: 0.23
Multiplicity: 1